1.
ORCA calculation (ωB97M-V with the def2-TZVPD basis set) on a structure of composition C20H35N2O2P2W.

E_HOMO (alpha / beta) in eV: -6.11 / -7.18
DFT total energy in eV: -48778.8520
2S+1: 4
Energy above the lowest of the compared OMol25 structures with the same formula, charge and spin in kcal/mol: 0.0
Frontier orbital gap (alpha / beta) in eV: 6.54 / 6.73
E_LUMO (alpha / beta) in eV: 0.426 / -0.447

Geometry as XYZ:
```
62
Properties=species:S:1:pos:R:3:lowdin_charge:R:1
W 0.018 -0.540 -1.291 0.883
P 2.062 0.372 -1.651 0.580
P -1.236 1.054 -0.274 0.638
N -0.679 -0.647 -2.897 -0.262
H 1.097 -0.263 0.783 0.040
C 3.091 -1.111 -1.732 -0.269
H 4.136 -0.763 -1.658 0.050
H 2.970 -1.614 -2.711 0.062
H 2.896 -1.805 -0.898 0.022
C 2.858 1.485 -0.456 -0.238
H 3.948 1.428 -0.642 0.057
H 2.645 1.141 0.575 -0.009
H 2.490 2.523 -0.590 0.057
C 2.147 1.117 -3.310 -0.247
H 3.200 1.046 -3.620 0.050
H 1.846 2.175 -3.240 0.052
H 1.503 0.562 -4.005 0.032
C -2.080 -0.258 0.662 -0.277
H -2.983 0.203 1.072 0.052
H -1.477 -0.559 1.539 0.008
H -2.405 -1.114 0.062 0.044
C -0.681 2.270 0.950 -0.223
H -1.566 2.818 1.307 0.055
H 0.013 2.967 0.464 0.040
H -0.211 1.738 1.794 0.031
C -2.506 1.832 -1.313 -0.250
H -3.378 2.047 -0.672 0.053
H -2.793 1.171 -2.146 0.041
H -2.072 2.769 -1.698 0.048
C -1.173 -0.348 -4.140 -0.428
C -2.226 -0.993 -6.209 -0.087
C -1.683 -1.342 -4.976 -0.051
C -1.184 0.993 -4.533 -0.092
C -1.712 1.354 -5.757 -0.100
C -2.245 0.370 -6.611 -0.102
H -2.647 -1.753 -6.882 0.102
H -1.644 -2.346 -4.570 0.105
H -0.786 1.709 -3.815 0.091
H -1.725 2.411 -6.074 0.106
H -2.671 0.659 -7.588 0.099
C 0.952 -0.668 1.921 -0.654
O -0.163 -0.356 2.612 -0.273
C 1.275 -2.144 1.687 -0.061
H 1.628 -2.791 2.482 0.070
H 2.041 -2.159 0.914 0.033
H 0.403 -2.651 1.318 0.063
C 2.076 0.184 2.463 -0.088
H 2.325 0.001 3.546 0.106
H 1.858 1.240 2.334 0.062
H 2.928 -0.022 1.825 0.054
O -1.603 -2.753 3.558 -0.117
N -1.168 -1.962 4.507 -0.232
C -1.732 -0.718 4.676 -0.038
C -1.328 0.126 5.718 -0.055
C -0.315 -0.295 6.590 -0.100
C 0.351 -1.483 6.311 -0.078
C -0.081 -2.304 5.276 -0.029
H -2.433 -0.398 3.910 0.124
H -1.791 1.115 5.760 0.107
H -0.048 0.326 7.459 0.104
H 1.238 -1.808 6.884 0.112
H 0.431 -3.234 4.996 0.132
```

2.
ORCA calculation (ωB97M-V with the def2-TZVPD basis set) on a structure of composition C20H35NSi2Sn.

E_HOMO (alpha / beta) in eV: -5.71 / -5.50
DFT total energy in eV: -44378.8487
Energy above the lowest of the compared OMol25 structures with the same formula, charge and spin in kcal/mol: 116.8
Frontier orbital gap (alpha / beta) in eV: 6.07 / 5.32
E_LUMO (alpha / beta) in eV: 0.356 / -0.185

Geometry as XYZ:
```
59
Properties=species:S:1:pos:R:3:lowdin_charge:R:1
C -1.338 -1.428 -2.691 -0.446
C 1.426 -0.548 -3.051 -0.323
C -1.590 -0.009 -2.836 -0.293
H -2.096 -2.074 -2.246 0.085
C 1.161 0.854 -3.038 -0.319
H 2.265 -0.984 -2.470 0.085
H -2.391 0.441 -2.253 0.082
H 1.928 1.562 -2.620 0.111
C -1.215 0.777 -4.091 -0.224
H -2.014 1.543 -4.182 0.114
H -1.303 0.165 -5.023 0.114
C -0.513 -2.171 -3.680 -0.209
H -1.190 -2.310 -4.560 0.121
H -0.243 -3.222 -3.378 0.126
C 0.845 -1.484 -4.089 -0.183
H 0.739 -0.972 -5.089 0.119
H 1.597 -2.295 -4.252 0.115
C 0.122 1.483 -4.026 -0.223
H 0.631 1.553 -5.024 0.114
H -0.035 2.557 -3.743 0.094
Sn 0.081 -0.156 -1.303 1.274
H -0.972 -2.006 -1.430 0.101
C -2.956 0.335 1.729 -0.173
Si -1.504 -0.610 2.468 0.406
C -1.408 -0.327 4.325 -0.182
C -1.783 -2.444 2.119 -0.176
C 0.059 0.076 1.752 -0.360
C 0.068 1.439 1.238 -0.384
C 0.020 2.569 2.080 -0.042
C -0.028 3.826 1.564 -0.061
C -0.003 4.001 0.171 -0.063
C 0.031 2.885 -0.654 -0.108
N 0.053 1.631 -0.139 -0.076
Si 1.786 -0.664 2.148 0.448
C 2.425 0.241 3.677 -0.181
C 1.630 -2.504 2.500 -0.186
C 2.971 -0.433 0.707 -0.189
H -3.895 0.001 2.190 0.031
H -3.024 0.177 0.638 0.027
H -2.860 1.414 1.916 0.030
H -2.344 -0.703 4.748 0.023
H -0.557 -0.855 4.777 0.023
H -1.310 0.746 4.556 0.028
H -1.748 -2.720 1.063 0.017
H -1.071 -3.078 2.670 0.015
H -2.792 -2.685 2.498 0.033
H 0.066 2.348 3.163 0.123
H -0.079 4.695 2.244 0.121
H -0.016 4.995 -0.284 0.105
H 0.016 2.980 -1.759 0.102
H 1.752 0.117 4.538 0.025
H 3.405 -0.187 3.922 0.026
H 2.540 1.320 3.495 0.028
H 1.194 -3.067 1.666 0.036
H 2.655 -2.873 2.657 0.031
H 1.053 -2.726 3.406 0.025
H 2.575 -0.642 -0.304 -0.028
H 3.392 0.584 0.698 0.039
H 3.791 -1.141 0.893 0.032
```

3.
ORCA calculation (ωB97M-V with the def2-TZVPD basis set) on a cluster of 3 separate species, C20H36BBrN2O6 in total.

E_HOMO in eV: -8.92
DFT total energy in eV: -107308.7609
Frontier orbital gap in eV: 9.28
E_LUMO in eV: 0.357

Geometry as XYZ:
```
66
Properties=species:S:1:pos:R:3:lowdin_charge:R:1
C -1.567 -0.799 -2.800 -0.057
C -0.051 -0.701 -2.980 -0.220
N 0.384 0.418 -3.858 -0.070
C 0.270 1.722 -3.184 -0.159
C 1.632 2.229 -2.651 -0.075
B 1.804 2.267 -1.091 -0.285
C 1.702 1.023 -0.137 -0.102
C 3.126 0.407 0.017 -0.186
C 3.371 -0.821 -0.866 -0.187
C 3.746 -0.578 -2.335 -0.273
N 4.519 0.646 -2.514 -0.001
C 2.119 3.684 -0.404 -0.123
C 3.403 4.312 -0.862 -0.788
O 4.338 3.799 -1.384 0.056
Br 3.496 6.254 -0.444 0.622
C -0.255 0.373 -5.122 -0.496
C 0.132 -0.808 -5.983 0.006
O -0.994 1.239 -5.533 0.075
H -2.013 -1.384 -3.611 0.078
H -2.044 0.185 -2.800 0.079
H -1.790 -1.311 -1.862 0.059
H 0.458 -0.578 -2.025 0.070
H 0.326 -1.636 -3.402 0.107
H -0.491 1.680 -2.393 0.120
H -0.104 2.444 -3.908 0.113
H 1.794 3.235 -3.061 0.106
H 2.437 1.614 -3.067 0.088
H 0.992 0.250 -0.443 0.068
H 1.382 1.369 0.854 0.101
H 3.884 1.176 -0.179 0.095
H 3.253 0.096 1.057 0.108
H 2.465 -1.440 -0.849 0.097
H 4.164 -1.418 -0.399 0.106
H 2.839 -0.505 -2.948 0.089
H 4.282 -1.474 -2.687 0.104
H 4.821 0.754 -3.474 0.078
H 5.339 0.663 -1.921 0.078
H 1.304 4.380 -0.634 0.109
H 2.200 3.622 0.689 0.116
H -0.593 -0.920 -6.790 0.085
H 0.194 -1.738 -5.417 0.068
H 1.118 -0.610 -6.410 0.090
O -0.169 -2.046 -0.071 0.108
C -0.664 -2.370 0.969 -0.472
O -1.353 -1.498 1.736 0.030
C -1.757 -2.122 2.971 -0.148
C -1.748 -3.619 2.681 -0.141
C -0.632 -3.727 1.644 -0.069
H -1.039 -1.846 3.746 0.132
H -2.734 -1.740 3.248 0.104
H -1.593 -4.218 3.575 0.119
H -2.698 -3.913 2.234 0.120
H 0.351 -3.848 2.102 0.133
H -0.776 -4.514 0.909 0.126
O -4.112 -2.096 7.250 0.131
C -4.156 -1.073 6.639 -0.485
O -3.440 -0.885 5.499 -0.005
C -3.602 0.463 5.020 -0.157
C -4.912 0.949 5.630 -0.148
C -4.942 0.185 6.952 -0.074
H -2.745 1.050 5.356 0.129
H -3.609 0.440 3.932 0.120
H -4.952 2.031 5.735 0.116
H -5.749 0.637 5.004 0.119
H -4.419 0.716 7.750 0.132
H -5.938 -0.073 7.298 0.126
```

no.,F_max (eV/Å),M (g mol⁻¹)
1,2.2,581.3
2,5.5,464.4
3,1.0,491.2